ORCA calculation (the ωB97M-V functional and the def2-TZVPD basis) on C18H21BrN2O3Ti as an isolated structure.

Cartesian coordinates (Å):
H1 0.0285 2.1975 4.6323
C1 -1.3774 0.7356 -0.1958
H2 -0.0221 -2.0196 -4.1233
H3 0.1879 -1.0911 5.7252
H4 -1.4252 1.1589 -2.3539
H5 -0.9348 -0.1419 4.7977
C2 1.7739 -1.0924 -3.1963
H6 1.0829 2.6048 6.0016
H7 0.0501 -2.9166 3.9317
C3 -1.2518 0.4254 -1.5738
H8 -1.3073 -1.9846 3.2081
H9 -1.3931 -1.6606 -2.5887
Ti1 0.9003 -0.1845 -1.4555
C4 -1.5392 -0.4706 0.5228
H10 2.4096 -1.9468 -2.9827
C5 -1.4224 -1.5682 -0.3749
H11 -0.8732 0.5156 -4.5271
H12 -0.0912 1.2868 6.1508
C6 1.6276 0.8185 4.9384
N1 0.8450 -0.0305 1.4332
H13 -1.4290 -2.5886 4.8585
H14 2.0816 0.2723 5.7776
C7 1.0622 1.0941 -3.5932
H15 -1.8673 -0.5530 1.5519
O1 1.6775 -1.5255 -0.0240
C8 -1.2557 -1.0443 -1.6885
Br1 1.9884 1.8538 -0.6748
N2 2.0200 -1.8435 2.2704
C9 0.5986 1.7890 5.4691
C10 1.5103 -1.1378 1.1942
C11 2.0901 -1.2869 3.5729
C12 -0.1508 -0.8971 4.6958
C13 -0.7312 -2.1717 4.1212
H16 2.4401 1.3417 4.4220
H17 1.0784 2.1769 -3.7022
C14 1.0202 -0.2271 3.9465
O2 -0.2524 1.4474 2.6849
O3 2.9367 -1.6923 4.3514
H18 -1.4984 1.7310 0.2053
H19 2.6450 -2.6302 2.1011
C15 0.5106 0.4579 2.6479
C16 2.1776 0.2982 -3.1317
C17 0.4775 -1.1145 -3.7947
H20 3.2037 0.6328 -3.0085
C18 0.0552 0.2205 -4.0432
H21 -1.4964 -2.6319 -0.1159

## Properties
LUMO (alpha / beta) ... 0.100 / 0.100 hartree
2S+1 ... 2
HOMO energy (alpha / beta) ... -3.6297 / -4.0935 eV
Max |F| ... 0.04132 Eh/bohr
Net charge ... -1

***

ORCA calculation (the ωB97M-V functional and the def2-TZVPD basis) on C18H21Cl3HfN3 as an isolated structure.

Cartesian coordinates (Å):
C1 2.1900 0.9641 -2.2638
H1 -0.7440 -2.8677 -0.9570
H2 -3.0947 -1.9538 -0.8392
H3 -0.5235 -1.8311 1.0631
C2 -2.9762 -1.5830 -1.8596
H4 0.6213 3.1746 -2.0118
C3 2.9944 -0.1152 0.1801
H5 1.0376 3.4581 -0.2873
Cl1 -0.6735 4.2249 1.9514
N1 -0.2317 -0.0127 1.9905
H6 -1.6871 -1.3992 -4.2855
H7 -3.3037 -2.3615 -2.5493
C4 0.3812 -2.1304 5.5652
H8 -2.8785 4.7119 1.3064
H9 1.8779 1.3696 -3.2178
H10 0.4249 -2.1631 -2.0891
H11 0.0802 1.7151 3.0856
H12 -0.8715 -3.2079 -2.6826
H13 2.0137 1.5814 1.0636
N2 -1.1056 -0.1886 -1.1844
C5 -1.3720 -0.6584 -3.5490
C6 0.0344 0.6348 3.1352
C7 0.7939 2.7081 -1.0465
C8 -0.6205 -2.4367 -1.9536
C9 0.1695 -1.4085 4.3430
C10 -2.0538 4.1546 0.8781
Cl2 4.3129 -2.1568 -0.9806
H14 -1.7748 4.5143 -0.1053
H15 3.3300 -0.5208 1.1250
H16 3.2717 -0.6536 -3.1425
C11 1.7926 1.6220 -1.0794
C12 -0.3038 -1.3540 2.0090
H17 0.4507 0.5387 5.2326
C13 3.3581 -0.7172 -0.9990
N3 0.5529 -2.7068 6.5423
Hf1 -0.4733 1.0803 -0.0583
C14 2.2013 1.0400 0.1351
H18 -0.3307 -0.3965 -3.7465
H19 -1.9825 0.2363 -3.6765
H20 -0.1697 -3.1664 3.1400
C15 2.9638 -0.1689 -2.2259
C16 -1.5191 -1.2066 -2.1265
C17 0.2399 -0.0172 4.3309
H21 -3.6239 -0.7145 -1.9892
Cl3 -2.6712 2.4568 0.6669
C18 -0.1074 -2.0884 3.1622

## Properties
LUMO ... -0.157 hartree
HOMO energy ... -11.0649 eV
Max |F| ... 0.00800 Eh/bohr
Net charge ... +1

***

ORCA calculation (the ωB97M-V functional and the def2-TZVPD basis) on C18H21Cl3N2O8S6Sc as an isolated structure.

Cartesian coordinates (Å):
C1 -3.0377 1.4341 0.2458
O1 2.1505 0.5105 -1.0288
H1 3.3921 -0.7639 0.5985
C2 1.7607 0.2515 3.2228
H2 0.7914 -2.2132 2.4872
H3 4.7014 -0.7520 5.8608
H4 2.2564 5.3466 -4.9649
H5 5.2016 -0.9811 2.2367
H6 -3.3182 1.4832 1.3006
H7 -0.7607 -2.9953 2.8347
C3 2.7244 0.1624 4.2061
C4 3.2108 -0.5169 1.6344
S1 -0.7930 -0.8750 -2.5118
C5 -2.8121 -0.8976 0.4916
Cl1 -1.3523 0.5330 4.9432
O2 -1.3692 3.4125 -2.5830
O3 -0.8366 -1.2892 1.6772
C6 2.4257 2.9668 -1.9316
H8 4.4402 4.4248 -4.2313
C7 4.0018 -0.2822 3.8847
S2 2.6441 1.8431 -0.5663
H9 0.7580 0.5716 3.4847
H10 5.4818 0.6417 5.1215
C8 3.5300 4.1655 -3.7059
H11 -2.4755 -0.4230 2.5974
H12 0.1911 4.7169 -3.7496
H13 2.4635 0.4378 5.2202
O4 -0.4719 4.0212 -0.3898
C9 5.0855 -0.3558 4.9206
S3 -0.3901 3.1792 -1.5532
C10 -0.2465 -2.0336 2.7447
C11 3.5840 3.3105 -2.6170
H14 -2.5519 -1.6991 -0.2000
H15 -3.9003 -0.7971 0.5263
S4 -0.2281 -3.5045 -0.6846
Sc1 0.3253 0.3077 0.1589
H16 -2.4810 2.3247 -0.0236
C12 4.2304 -0.6309 2.5616
C13 1.1944 3.4861 -2.3385
H17 5.9105 -0.9842 4.5871
S5 1.2613 -2.2064 -0.3798
N1 -0.5149 1.5693 1.8161
C14 2.3117 4.6801 -4.1136
O5 -2.2175 0.2957 -0.0030
H18 4.5238 2.9013 -2.2756
O6 -0.3456 1.7259 -1.2051
C15 -2.2491 -1.1916 1.8524
C16 -0.9561 2.2663 2.6170
H19 -3.9363 1.3659 -0.3722
C17 1.1529 4.3384 -3.4343
O7 4.0448 1.8596 -0.2555
H20 -0.3380 -1.4823 3.6839
H21 -2.6300 -2.1541 2.2083
O8 1.7270 2.2502 0.4983
N2 1.9865 -0.0809 1.9425
C18 -1.4702 3.0385 3.6551
Cl2 -0.3980 3.9407 4.6111
Cl3 -3.1235 3.4156 3.6796
S6 -1.2133 -2.7657 -2.4063

## Properties
LUMO (alpha / beta) ... 0.038 / 0.039 hartree
HOMO energy (alpha / beta) ... -5.2214 / -4.8948 eV
Max |F| ... 0.00795 Eh/bohr
Net charge ... -1

***

ORCA calculation (the ωB97M-V functional and the def2-TZVPD basis) on C18H21Cl6N3O3 as an isolated structure.

Cartesian coordinates (Å):
H1 0.5758 -1.0141 -0.6304
C1 -3.6046 -2.1178 -0.6032
C2 -2.8088 1.0336 4.1028
C3 -3.6051 2.3819 -0.3501
C4 0.2779 2.4100 -0.5180
O1 2.7708 -0.3471 1.0088
H2 -0.3329 -3.0778 -0.7724
H3 -4.5322 1.8825 0.0990
C5 -0.7650 -2.5822 1.3870
O2 -3.9763 3.7148 -0.7455
Cl1 0.3394 5.4098 2.5691
H4 6.8632 -3.0362 -2.4347
C6 -0.1946 -0.2016 -0.8449
Cl2 -1.8795 2.5240 3.8803
O3 3.6367 1.3655 0.0165
H5 -4.1787 -3.0517 -0.3605
H6 6.9797 -0.5893 -2.7718
C7 5.2430 -2.9258 -1.0289
N1 -4.0291 -0.8525 -1.0325
C8 -1.6649 -0.7353 -0.8275
H7 0.0218 0.1341 -1.9139
Cl3 -1.7970 -0.1819 4.9183
N2 3.5526 0.1681 0.2208
H8 -4.9950 -0.5624 -1.2007
H9 -1.6555 -4.0681 -0.0268
H10 -0.2300 2.4878 -1.5340
C9 -2.9115 0.0128 -1.1663
C10 5.3808 -0.1675 -1.4028
C11 4.4529 -0.7170 -0.5251
C12 6.2480 -1.0075 -2.0900
H11 5.4424 0.9031 -1.5581
C13 -1.2150 -3.0277 -0.0592
C14 -0.0440 1.0098 0.2027
H12 -0.5655 -1.4259 3.3853
H13 5.1925 -3.9994 -0.8868
Cl4 -0.3604 3.8164 0.4833
C15 -3.1335 1.5035 -1.6058
C16 -0.5232 -2.1363 2.5049
Cl5 -4.2441 1.3652 5.0917
H14 3.6497 -2.5259 0.3435
H15 -2.8145 2.4669 0.4558
H16 -4.5587 4.0836 -0.0457
Cl6 -3.3141 0.4074 2.5151
C17 6.1806 -2.3833 -1.9008
H17 1.4103 2.4417 -0.6293
H18 -4.0258 1.4981 -2.3205
H19 -1.0124 1.0426 0.7864
N3 -2.2190 -2.0112 -0.5028
H20 -2.2603 1.9787 -2.1373
C18 4.3741 -2.0924 -0.3360
H21 0.8549 0.7531 0.8769

## Properties
LUMO ... -0.037 hartree
HOMO energy ... -5.3585 eV
Max |F| ... 0.10023 Eh/bohr

***

ORCA calculation (the ωB97M-V functional and the def2-TZVPD basis) on a 7-piece molecular cluster, C18H21ClFN10O3 overall.

Cartesian coordinates (Å):
H1 -1.9607 -3.0057 -5.5397
N1 -0.0965 -0.4190 4.2984
Cl1 1.0512 -2.7608 5.3363
C1 5.0089 1.9187 -7.3432
H2 5.4139 1.1306 -7.9779
H3 4.0453 3.0976 0.6773
H4 1.5807 -1.9752 -3.1480
H5 -0.9651 -3.0214 -4.0694
C2 -0.9409 -3.0611 -5.1588
H6 -0.4951 -4.0057 -5.4707
N2 -10.3539 -0.1810 4.7103
C3 2.8659 1.3476 0.3860
H7 2.4100 3.3203 -3.1693
N3 1.8690 0.3448 3.6336
N4 -1.4518 -4.0405 4.1948
N5 -0.5207 -3.2048 -1.0953
H8 0.5453 -0.6297 -2.6299
C4 -2.2822 -0.3453 3.1360
H9 4.8394 1.8191 -0.2641
H10 -1.4663 -4.4576 3.2572
C5 -1.0752 0.3410 3.6582
N6 -3.3678 0.4044 2.4830
C6 4.3786 1.3210 -6.1360
H11 5.8167 2.5878 -7.0464
F1 -0.9777 1.6944 3.5018
N7 1.8391 0.8284 0.2220
N8 3.8886 0.8576 -5.2012
H12 -3.3905 -2.3643 2.8537
H13 -2.3254 -4.2303 4.7030
C7 -4.2607 0.5749 3.3652
C8 -1.3807 -2.5974 3.9663
C9 -0.1951 -1.8180 4.4813
C10 3.4806 3.3163 -2.9652
N9 4.1923 5.6063 -1.8447
H14 4.6570 1.6431 1.4939
H15 -8.1238 2.0208 5.2521
C11 1.1061 -1.5000 -2.2890
H16 -7.3311 0.7250 4.3358
O1 -4.9403 0.7078 4.2984
H17 4.0197 3.1788 -3.9011
C12 -0.1407 -1.9244 -5.6905
C13 -8.0078 0.9407 5.1603
C14 3.8820 4.6089 -2.3325
H18 1.8770 -1.1745 -1.5911
C15 0.1908 -2.4607 -1.6167
C16 -9.3300 0.3091 4.9066
C17 -2.4806 -1.8376 3.2538
O2 2.8172 -0.3082 3.7584
H19 -7.5805 0.5490 6.0836
C18 4.1866 2.0200 0.5855
H20 4.2667 2.4840 -7.9068
O3 1.0227 0.1812 4.7931
N10 0.4789 -1.0442 -6.1030
H21 3.7107 2.4883 -2.2955

## Properties
LUMO ... -0.199 hartree
HOMO energy ... -13.3170 eV
Max |F| ... 0.09094 Eh/bohr
Net charge ... +1

***

ORCA calculation (the ωB97M-V functional and the def2-TZVPD basis) on C18H21ClInN2O3 as an isolated structure.

Cartesian coordinates (Å):
C1 -2.7048 0.4820 5.0834
H1 -3.0066 5.4686 2.6257
C2 -2.2584 0.9889 -1.2980
C3 -0.7084 0.2391 -2.8400
H2 -3.0957 1.0350 -0.5887
C4 -1.2934 1.7647 2.7595
C5 1.5991 -2.0758 -0.5659
O1 -0.4652 3.1616 6.0967
C6 -1.6181 2.5535 4.0314
H3 1.3889 1.7305 5.4313
H4 -3.5970 0.1012 5.6047
H5 -1.7404 4.6886 4.5523
In1 1.4933 0.6583 1.0972
N1 0.5839 1.6279 4.8008
H6 -0.1548 -2.8887 -1.6697
C7 -2.9180 1.9583 4.7100
C8 -3.0207 4.3820 2.8111
C9 0.2993 -2.5778 -0.7328
H7 -2.9881 3.8248 1.8565
C10 1.7931 -1.7691 0.8402
H8 -3.1660 2.5526 5.6245
H9 -3.7393 2.0473 3.9649
H10 0.4167 -2.1454 2.5960
C11 0.8453 1.0535 3.5907
H11 -0.8682 4.2883 3.0485
H12 2.3544 -1.9511 -1.3362
H13 -0.1438 -0.4013 -3.5176
H14 -2.4940 -1.0146 -2.2844
H15 -1.3692 -2.9499 0.7138
C12 -0.4774 2.4971 5.0699
H16 -1.1635 2.8842 -0.8156
H17 -1.8392 0.3343 5.7621
H18 2.7616 -1.6149 1.3274
H19 -2.5692 -0.1090 4.1568
C13 -1.2155 1.9490 -1.3843
C14 -1.9366 -0.0846 -2.1847
C15 0.5521 -2.1473 1.5143
O2 -2.1177 1.6082 1.8500
Cl1 2.6566 2.1219 -0.3150
C16 -0.3489 -2.6088 0.5406
H20 -3.9395 4.1174 3.3641
C17 -1.7756 4.0577 3.6397
H21 0.6605 2.0230 -2.6124
O3 1.9152 0.4281 3.3412
C18 -0.2780 1.5135 -2.3602
N2 -0.0322 1.2542 2.5738

## Properties
LUMO ... 0.070 hartree
HOMO energy ... -2.5799 eV
Max |F| ... 0.05757 Eh/bohr
Net charge ... -1

***

ORCA calculation (the ωB97M-V functional and the def2-TZVPD basis) on C18H21ClLuN2O3 as an isolated structure.

Cartesian coordinates (Å):
O1 -2.6096 1.3076 0.0691
C1 -3.5792 1.3340 2.3630
C2 -1.2059 0.4314 -3.7874
C3 0.5431 -1.1950 -1.1998
C4 0.7795 1.4701 -3.2343
C5 -3.2108 0.9143 3.8080
C6 -2.4204 1.0592 1.3442
H1 -4.4716 2.9885 3.3463
H2 -4.1020 4.5327 1.2799
H3 -2.5299 2.1523 -3.1335
H4 -0.1742 3.3817 -2.5108
C7 -0.2834 2.3908 -2.9528
H5 1.8484 1.6701 -3.1519
C8 -0.8713 -1.6897 0.5618
H6 -2.8413 3.2974 2.7165
H7 0.7726 -0.5002 -4.3082
N1 -1.2522 0.6395 1.7418
H8 -4.7884 -1.1632 3.2424
H9 -1.9173 -0.3202 -4.1328
C9 -3.8144 2.8545 2.4782
H10 1.2430 -1.0318 0.9318
Cl1 0.6744 2.5444 -0.1440
C10 -0.9201 0.3069 3.0442
H11 -1.6633 0.2244 4.9622
C11 0.2097 0.3011 -3.8199
C12 -4.9019 -0.8792 2.1871
C13 -1.5982 -1.9050 -0.6480
H12 -5.6021 1.0272 2.7951
C14 -1.5303 1.7278 -3.2594
O2 0.1700 -0.1642 3.3632
H13 1.3871 -0.7854 -1.7593
C15 0.4354 -1.2233 0.2320
O3 -3.9986 0.9453 4.7370
Lu1 -0.7638 0.9361 -1.2064
H14 -5.2391 0.9842 1.0786
H15 -4.0590 3.0150 0.3533
C16 -4.4203 3.4923 1.2674
H16 -5.5125 3.4711 1.2924
H17 -1.1991 -2.0468 1.5424
C17 -4.9027 0.6245 2.0511
H18 -5.8924 -1.2176 1.8713
H19 -0.9278 -1.8320 -2.7920
N2 -1.9084 0.5323 4.0204
C18 -0.7043 -1.6756 -1.7342
H20 -2.5977 -2.3324 -0.7069
H21 -4.1496 -1.3741 1.5598

## Properties
LUMO ... 0.106 hartree
HOMO energy ... -4.1121 eV
Max |F| ... 0.08125 Eh/bohr
Net charge ... -1

***

ORCA calculation (the ωB97M-V functional and the def2-TZVPD basis) on C18H21CoN7O3S3 as an isolated structure.

Cartesian coordinates (Å):
H1 0.8074 -2.8726 -0.7340
H2 0.3234 -5.2357 -2.0514
C1 -0.8657 -6.3571 0.3909
H3 -5.7672 -0.5727 0.5855
O1 0.0056 0.9174 1.1101
H4 -1.7231 -6.9774 0.6419
H5 -1.2936 5.1871 1.2073
H6 0.9819 2.5024 -2.1757
H7 4.7666 1.7624 2.8144
C2 3.1722 0.3507 -0.3644
N1 -1.2555 -4.9720 0.5900
C3 5.1037 0.9130 0.8784
C4 2.3682 0.7737 0.6790
C5 -0.6058 -3.8214 0.2943
H8 -0.0291 -6.6536 1.0308
H9 5.1683 0.0655 -1.1074
C6 -0.7604 4.6179 0.4589
C7 -2.5677 2.8765 0.4346
C8 0.9338 0.6022 0.3547
C9 0.5171 3.1110 -1.4103
H10 1.8676 -4.4098 -1.8528
H11 6.1801 0.9712 0.9681
N2 -2.7564 1.6398 0.1082
N3 0.4535 -3.7880 -0.5111
H12 1.4026 -5.6686 -0.6964
H13 -3.7964 4.6138 0.6583
C10 -3.5755 3.6847 1.1847
S1 2.0893 -0.1787 -1.6844
Co1 -1.2502 0.7652 -0.7551
H14 -0.5993 -6.5537 -0.6434
C11 1.0348 -4.8513 -1.3165
H15 0.9092 5.9572 0.3525
O2 2.2265 0.6858 -2.8228
C12 -4.0647 -0.0661 -0.3606
H16 2.2713 1.6603 2.6232
N4 -3.9369 1.0468 0.3135
O3 2.2511 -1.5899 -1.9231
S2 -1.2045 -2.4075 1.0075
C13 -1.2965 3.4206 -0.0077
H17 -1.9846 -4.8114 1.2624
N5 -0.6593 2.6821 -0.9478
N6 0.6960 0.1062 -0.8688
N7 -5.2033 -0.7756 -0.2239
H18 -5.2029 -1.7200 -0.5648
C14 2.9174 1.3046 1.8322
C15 0.4644 5.0417 -0.0134
C16 4.3015 1.3622 1.9234
C17 1.1202 4.2709 -0.9664
H19 -3.1884 3.9266 2.1772
H20 -4.4847 3.1033 1.2986
C18 4.5464 0.4070 -0.2909
S3 -2.8860 -0.6175 -1.5198
H21 2.0775 4.5708 -1.3675

## Properties
LUMO (alpha / beta) ... -0.019 / -0.014 hartree
2S+1 ... 2
HOMO energy (alpha / beta) ... -7.0747 / -7.0695 eV
Max |F| ... 0.02364 Eh/bohr

***

ORCA calculation (the ωB97M-V functional and the def2-TZVPD basis) on one molecule with the formula C18H21F3O5.

Cartesian coordinates (Å):
O1 -2.7215 -0.8961 -0.0160
C1 5.8156 0.5353 -0.4728
H1 -4.4988 0.0622 -0.4547
H2 0.2461 3.2484 0.5636
H3 -2.3147 0.2699 1.6261
H4 1.1780 -3.1187 0.6927
C2 0.6548 -2.3597 0.1083
H5 -0.9310 -3.7415 -0.3818
H6 0.4219 -3.7342 -1.5334
F1 6.1156 -0.7553 -0.7294
H7 0.4395 -1.2818 1.9547
H8 2.3720 0.4003 2.6063
C3 -2.0993 3.6793 -0.5489
C4 3.9930 0.4581 1.2257
O2 -1.4695 4.7063 -0.5823
H9 -4.3995 -2.1728 -1.5753
C5 -0.2193 -3.0968 -0.9174
C6 -2.0352 0.1619 0.5557
H10 -1.6092 -1.8079 -1.3336
C7 0.2530 1.0652 1.0198
O3 -0.8978 -2.2582 -1.8143
C8 2.6639 0.5881 1.5838
O4 -2.4234 1.3532 -0.1101
C9 -4.1423 -0.8260 0.0771
O5 -3.3525 3.5779 -0.9897
H11 1.3761 1.5113 -1.3957
C10 -1.5652 2.3998 -0.0146
H12 3.7398 1.2844 -2.0483
F2 6.1531 1.2219 -1.5733
C11 3.4342 1.0871 -1.0325
H13 -5.7961 -2.0670 -0.4920
H14 -0.3251 -0.1491 -0.6549
H15 4.7323 0.1693 1.9570
C12 -0.3411 2.3463 0.5194
H16 -4.4271 -0.7396 1.1357
C13 4.3761 0.7097 -0.0843
C14 -0.1489 -1.4630 1.0534
H17 -1.0542 -1.9938 1.3550
C15 -4.7113 -2.0925 -0.5377
H18 0.1680 1.0347 2.1142
H19 1.4048 -1.7641 -0.4146
F3 6.6633 0.9240 0.4945
C16 -0.5315 -0.1156 0.4184
C17 1.7097 0.9600 0.6460
C18 2.1093 1.2119 -0.6623
H20 -3.6528 4.4326 -1.3383
H21 -4.3529 -2.9659 0.0008

## Properties
SMILES ... CCO[C@@H]1OC(C(=O)O)=C[C@H](c2ccc(C(F)(F)F)cc2)[C@H]1CCCO
LUMO ... 0.019 hartree
HOMO energy ... -9.2611 eV
Max |F| ... 0.01396 Eh/bohr

***

ORCA calculation (the ωB97M-V functional and the def2-TZVPD basis) on C18H21InP2 as an isolated structure.

Cartesian coordinates (Å):
C1 3.6050 0.6231 1.8068
C2 1.2031 1.9026 1.0975
C3 -1.1391 -0.8339 -3.7541
H1 -4.9023 2.4253 1.6353
H2 0.5740 -2.6290 1.7760
H3 2.5751 -3.5436 -0.8736
C4 -3.8617 1.0890 0.3109
C5 1.7851 -0.5005 -2.6191
C6 -3.9945 1.8517 1.4752
C7 1.0125 0.5317 -3.1314
H4 -4.6631 1.0488 -0.4248
H5 -1.2340 -2.3852 1.8400
H6 2.5061 -1.2409 1.6182
C8 2.4746 -0.1487 1.5602
H7 2.8806 -0.3469 -2.4647
H8 4.5369 0.1265 2.0609
H9 -1.6450 -2.8235 -3.1908
P1 1.2232 -3.4425 -1.3313
C9 1.2754 0.5086 1.2255
C10 2.3487 2.6501 1.3601
H10 -1.9339 -0.7016 -4.5079
H11 -3.0735 2.4452 3.3369
H12 1.3299 -4.4850 -2.3086
H13 0.2607 2.3798 0.8146
H14 -2.6077 -0.2595 -0.8308
H15 4.4363 2.6155 1.9017
C11 -0.2904 0.2870 -3.6123
H16 0.6548 -4.2698 -0.3120
C12 -1.6667 0.4624 1.0261
H17 2.2961 3.7311 1.2730
C13 -2.7026 0.3652 0.0763
P2 -0.1757 -0.4860 0.8876
C14 -2.9714 1.8774 2.4260
C15 3.5439 2.0176 1.7108
H18 -0.7175 1.1617 -4.0958
H19 1.2845 1.6208 -3.1963
In1 -0.1390 -0.6499 -1.5940
C16 -0.9342 -1.9932 -3.0728
H20 -0.9718 1.1847 2.9398
C17 -0.2439 -1.9148 1.9774
H21 -0.1488 -1.4330 2.9662
C18 -1.7901 1.1818 2.2172

## Properties
LUMO (alpha / beta) ... -0.008 / -0.008 hartree
HOMO energy (alpha / beta) ... -5.0961 / -5.0966 eV
Max |F| ... 0.08990 Eh/bohr